# C17H16N6Se4V

C17H16N6Se4V as an isolated structure (wB97M-V/def2-TZVPD, the OMol25 dataset).

- Multiplicity: 3
- E_tot: -313899.9640 eV
- Charge: +1
- Orbital gap (spin up / spin down): 0.2256 / 0.2225 hartree

Last column: natural (NBO) charge in e.
Cartesian coordinates (Å):
Se: 4.4355 1.4780 -1.6020  0.059
Se: 0.9665 2.1955 -1.7103  -0.225
Se: 2.9834 3.2583 -1.2193  0.023
Se: 3.3901 -0.0921 -0.2859  -0.430
V: 0.8465 0.2699 -0.2644  0.789
N: 0.5357 0.9731 1.6903  -0.542
N: -2.1749 0.8885 -0.5912  -0.594
N: 1.1690 -1.5965 1.1484  -0.631
N: 0.3891 -1.3965 -1.4281  -0.536
N: -0.1370 0.6564 3.7683  -0.501
N: -0.2906 -3.4784 -1.6842  -0.502
C: -0.0310 3.4626 1.6108  -0.210
C: -1.0461 0.6684 -0.4788  0.311
C: -0.2807 -0.6084 -3.7611  -0.215
C: -0.8717 -1.0511 -4.9271  -0.199
C: -1.1630 -3.3011 -4.0628  -0.219
C: 0.7465 -1.3362 2.5328  -0.263
C: 0.2696 -2.5764 -0.8658  0.425
C: -0.9975 4.2634 3.6950  -0.184
C: -0.5653 4.4790 2.3768  -0.200
C: -1.3084 -2.3771 -5.0777  -0.185
C: 0.6942 -2.8491 0.5385  -0.263
C: -0.3640 2.0077 3.5042  0.099
C: -0.9004 3.0210 4.2873  -0.221
C: 0.0543 2.2029 2.1947  0.146
C: -0.1469 -1.5301 -2.7268  0.146
C: -0.5742 -2.8410 -2.8926  0.099
C: 0.3877 0.1048 2.6670  0.430
H: -3.0497 1.2559 -0.9105  0.474
H: -0.4613 -4.4461 -1.4676  0.435
H: -1.2212 2.8484 5.3063  0.231
H: -0.3147 0.1824 4.6382  0.435
H: 0.3141 3.6342 0.6023  0.245
H: -1.4861 -4.3277 -4.1758  0.231
H: 2.1850 -1.5730 1.1101  0.429
H: -0.6480 5.4706 1.9517  0.232
H: -1.4086 5.0893 4.2605  0.232
H: 1.4739 -3.6114 0.5417  0.242
H: -0.9923 -0.3608 -5.7516  0.232
H: 1.5388 -1.5816 3.2412  0.241
H: 0.0811 0.4051 -3.6599  0.246
H: -0.1503 -3.2482 1.0998  0.227
H: -0.1173 -1.9490 2.7894  0.227
H: -1.7600 -2.6836 -6.0120  0.232